ORCA calculation (ωB97M-V/def2-TZVPD) on a molecular structure, C13H25BrCaClIKLiN3O18P2S3.

LUMO energy = 1.090 eV
HOMO level = 0.061 eV
net charge = -3

The geometry in XYZ format:
```
70
Properties=species:S:1:pos:R:3:forces:R:3:lowdin_charge:R:1
C -1.1830 -2.1033 -1.9507 0.2602 0.1218 -1.2288 -0.0556
C 0.2913 -2.4018 -1.7969 -0.0029 -0.2674 0.9131 -0.5478
O 0.8673 -2.0417 -0.8090 0.1700 0.3588 0.1629 0.1218
O 0.8452 -3.1074 -2.7791 -0.4642 0.9208 -0.4019 0.0243
C 1.9503 -2.4030 -3.4275 0.4741 -1.2942 -0.3296 -0.1962
C 1.5878 -2.1868 -4.8636 -0.3032 0.8665 0.7131 -0.1216
C 2.6630 -1.6106 -5.8079 -0.1703 -0.3549 -0.2903 -0.2431
C 2.4639 -2.4164 -7.0956 0.1895 1.1322 -0.3450 -0.3413
N 1.0987 -2.4959 -7.6135 1.4304 -0.3345 -0.3189 0.0671
C 0.5605 -1.4017 -7.7357 -1.7846 -0.7930 0.3305 -0.7104
S -0.0522 -0.0217 -7.1955 -0.2531 -1.9022 0.2484 0.5291
O 3.0622 -3.6673 -6.7724 -0.3526 -0.8546 -0.1344 0.0680
C 3.9847 -3.4798 -5.7699 -0.1650 0.3876 -0.0649 -0.4993
O 4.4659 -4.3766 -5.1502 0.1942 -0.3010 -0.1089 0.1113
C 4.1529 -1.9895 -5.7097 -0.6646 -1.2604 1.7848 -0.5028
P 5.3691 -1.1779 -4.5188 1.2481 0.8999 -2.6877 0.5584
O 4.7085 0.3577 -4.1994 -0.5603 -1.4897 1.6560 -0.5176
I 5.2430 -2.3422 -2.2073 -0.2808 -0.1668 0.5280 0.4074
H -1.4540 -2.2265 -2.9901 -0.3907 0.0542 -0.1572 0.1126
H -1.7609 -2.8399 -1.4155 0.4624 -0.8402 -1.6638 -0.0485
H -1.3973 -1.0655 -1.6421 0.0648 -0.2256 0.0600 0.0917
H 2.7760 -3.0917 -3.3584 0.3959 0.0335 0.2110 0.0464
H 2.1722 -1.4897 -2.8867 -0.0635 0.1533 0.2375 0.0653
H 0.7622 -1.4768 -4.8735 -0.1701 0.1977 -0.1808 0.0878
H 1.1579 -3.1124 -5.2180 0.2151 -0.3638 -0.2503 0.1346
H 2.5371 -0.5386 -5.8973 -0.0802 0.2199 -0.4007 0.0979
H 3.0333 -1.9029 -7.8658 0.3357 -0.2992 -0.3158 0.1478
H 4.6358 -1.7496 -6.7007 -0.5162 -0.1125 1.1243 -0.0486
H 3.7375 0.3304 -4.1717 -0.4299 0.4788 -1.1302 -0.0116
O 0.8492 3.3502 -5.6690 0.6083 1.1012 2.0943 -0.2113
H 0.9362 3.9121 -6.4574 0.5846 1.0598 1.2120 -0.0390
H 0.7994 2.4449 -6.0212 1.7848 0.6087 5.2749 -0.1768
Cl 5.5425 -0.0816 -6.9628 1.0483 1.3365 -0.5334 -0.0945
K 0.3236 2.3994 -7.4963 -2.4609 0.0087 -8.7758 0.5247
Ca -2.4301 -2.3647 0.2452 -2.3206 -0.1241 2.5888 1.4832
O -3.6389 0.9455 2.8560 0.3824 -0.0479 -0.0588 -0.3326
S -3.9424 2.2630 3.3552 -0.5473 0.3040 0.2312 0.5257
O -3.3085 3.4076 2.7802 0.1665 -0.1610 -0.4942 -0.2768
O -3.8619 2.3440 4.8980 0.0399 -0.6020 0.4942 -0.2647
C -2.6316 2.0188 5.6534 0.7856 0.2535 0.2148 -0.1872
C -1.6451 3.1600 5.5838 -0.0763 -0.0137 -0.4007 -0.0710
C -5.6920 2.4632 3.2550 -0.1001 0.0801 -0.1192 -0.1341
H -2.2080 1.0752 5.3079 -0.2056 0.0072 -0.3019 0.1153
H -2.9549 1.8704 6.6796 -0.3534 0.1000 -0.0686 0.1220
H -1.2459 3.2756 4.5751 0.0163 -0.0786 -0.0096 0.0759
H -0.8105 2.9828 6.2596 -0.0921 0.0012 0.1304 0.0866
H -2.1208 4.0966 5.8592 0.0591 0.0114 0.1969 0.0665
H -6.1697 1.6048 3.7173 0.0108 -0.0181 0.0188 0.0695
H -5.9528 2.5209 2.2005 0.0250 -0.0146 -0.0210 0.0660
H -5.9628 3.3844 3.7625 0.0182 0.0188 0.0157 0.0718
C 2.2770 0.8196 7.2662 -0.0802 -0.0507 -0.0644 -0.7375
O 1.3317 1.1762 7.9553 0.0652 0.0554 0.0161 -0.0020
N 3.1235 1.7221 6.6660 0.0806 0.0056 0.3392 0.1426
N 2.5506 -0.4880 7.0398 0.6469 0.3113 1.7443 0.0071
H 3.8904 1.4512 6.0837 -0.1380 -0.0958 -0.1817 0.0720
H 2.9275 2.6936 6.8146 -0.1138 0.0233 -0.0588 0.0954
H 1.9258 -1.1423 7.4646 -0.1394 -0.0753 -0.2011 0.0767
H 3.3060 -0.8296 6.4850 -0.1969 0.0636 -0.3965 -0.0085
Br 1.8474 -1.0096 4.3624 -0.2490 -0.4519 -1.4416 -0.6029
O -0.7263 6.8664 9.0218 -0.0472 -0.0546 -0.0033 -0.3936
S -1.4027 6.0897 7.9604 0.1413 0.1404 0.2329 0.1910
O -1.9818 4.8525 8.5300 -0.1253 0.0636 -0.0139 -0.3682
O -0.4174 5.7530 6.9060 -0.0613 0.1486 -0.0934 -0.3600
O -2.4984 6.8920 7.3551 0.0461 -0.1350 -0.0888 -0.3732
Li 3.9267 -0.1528 -2.2884 0.3187 0.2994 0.4104 0.5000
O -6.4689 -4.5645 1.5975 -0.2788 -0.0268 0.1714 -0.2553
P -6.4383 -4.7426 0.0765 0.5299 0.0268 -0.3114 -0.1804
O -7.7254 -4.1913 -0.5367 -0.1843 0.0613 0.2356 -0.2623
O -6.3633 -6.2507 -0.1902 0.0049 -0.0496 0.1386 -0.2840
O -5.2381 -3.9890 -0.5293 1.6190 0.9440 -0.0831 -0.5031
```
Positions in Å, forces in eV/Å.

ORCA calculation (ωB97M-V/def2-TZVPD) on 2 unconnected molecules or ions with the total composition C13H25BrN2O3PS2.

LUMO energy = -4.773 eV
HOMO level = -11.676 eV
net charge = +1

The geometry in XYZ format:
```
47
Properties=species:S:1:pos:R:3:forces:R:3:lowdin_charge:R:1
C -1.4973 -2.7031 -0.9310 0.0452 -0.0008 -0.0252 -0.0621
C -1.4573 -1.1871 -1.1444 -0.0595 -0.2182 0.0395 -0.4349
C -2.4777 -0.7922 -2.2100 0.0873 0.1123 -0.0855 -0.0748
C -1.7045 -0.5146 0.2179 0.0344 0.0406 0.0189 -0.1908
C -1.1800 0.8988 0.4429 0.0181 0.0468 -0.0215 -0.6924
S -2.1464 2.2174 -0.4474 -0.0297 -0.0833 0.0311 0.8752
C -1.1446 1.3270 1.9376 0.1140 -0.0549 0.0737 -0.2993
C -2.4659 1.4363 2.6924 -0.0219 0.0521 -0.0247 -0.0122
C -0.2405 2.5123 1.8486 -0.0266 0.0306 -0.0128 -0.1460
C -0.1793 3.7123 2.7583 0.0310 0.2425 0.1343 -0.1346
O 0.7347 3.4650 3.8022 -0.0223 -0.5644 -0.2006 -0.1022
N 2.1930 3.5767 3.3660 -0.0577 0.0920 0.5109 0.0696
O 2.4250 4.6151 2.9568 0.0561 0.1471 -0.3770 0.1422
N 0.5709 2.3606 0.8564 -0.0742 -0.0732 -0.0114 0.0795
C 0.3133 1.1362 0.0626 -0.2559 0.2553 -0.1036 -0.9026
Br 1.4480 -0.2668 0.7507 0.1089 -0.0659 0.0386 0.8872
P 0.7193 1.4335 -1.7834 0.1460 -0.1079 -0.0388 0.3221
S 2.1613 0.4505 -2.5495 0.0397 0.0389 0.0270 0.2500
H -0.6669 -3.0400 -0.3083 -0.0456 0.0127 0.0240 0.0740
H -2.4384 -3.0016 -0.4610 0.0061 0.0047 -0.0109 0.0928
H -1.4112 -3.2266 -1.8825 0.0001 0.0045 0.0134 0.0889
H -0.4438 -0.9641 -1.5026 -0.0277 0.0614 0.0228 0.0813
H -2.4212 0.2567 -2.5052 -0.0371 -0.0167 0.0617 0.0345
H -3.4932 -0.9788 -1.8510 0.0105 -0.0315 -0.0272 0.0925
H -2.3219 -1.3882 -3.1093 -0.0316 -0.0241 0.0187 0.0896
H -1.2672 -1.1419 1.0000 0.0351 0.0126 -0.0210 0.1085
H -2.7823 -0.5072 0.4065 0.0130 -0.0163 0.0351 0.1243
H -3.3345 1.8265 0.0296 -0.0205 -0.0007 -0.0515 -0.0846
H -0.4997 0.5909 2.4486 -0.0667 -0.0385 0.0002 0.1437
H -2.7400 2.4617 2.9334 -0.0171 -0.0021 -0.0628 0.0839
H -2.4274 0.8701 3.6202 0.0264 0.0582 0.0189 0.1002
H -3.2766 1.0165 2.0988 0.0028 -0.0065 0.0123 0.0761
H 0.0483 4.6189 2.1851 0.0912 -0.0443 0.0037 0.1380
H -1.1510 3.8539 3.2272 0.0144 0.0511 -0.0311 0.1352
H 1.3063 3.0167 0.6148 0.0250 -0.0287 0.0318 0.1703
H -0.5522 1.2910 -2.3460 -0.0096 0.0461 0.0044 -0.0416
H 0.8675 2.8346 -1.7099 -0.1182 0.0380 -0.0149 -0.0048
C 3.3759 -3.2212 -0.2615 -0.1002 -0.0031 0.0524 -0.0396
C 2.7176 -3.4691 -1.5995 0.0323 0.0152 0.0307 -0.5042
O 1.6113 -3.9522 -1.6705 -0.0307 0.0911 -0.0043 0.0635
C 3.5001 -3.0690 -2.8234 -0.0497 -0.0908 -0.0434 -0.0277
H 2.7152 -3.5644 0.5323 0.0203 0.0124 0.0172 0.0800
H 4.3333 -3.7381 -0.1836 0.0106 0.0099 -0.0731 0.0896
H 3.5736 -2.1522 -0.1511 0.0790 -0.0105 -0.0127 0.0440
H 4.4467 -3.6116 -2.8565 0.0090 0.0122 0.0136 0.0910
H 3.7364 -2.0046 -2.7822 0.0405 -0.0156 0.0192 0.0393
H 2.9235 -3.2843 -3.7192 0.0053 0.0096 -0.0003 0.0877
```
Positions in Å, forces in eV/Å.